Molecular formula: C54H68Br2N5O27P
Method: DFT, the ωB97M-V functional and the def2-TZVPD basis

The geometry in XYZ format:
```
157
Properties=species:S:1:pos:R:3:forces:R:3:lowdin_charge:R:1
H 4.806145 7.653929 2.718628 0.1 0.0 -0.3 0.059
N 5.533265 6.981155 2.464516 -0.4 1.1 -0.2 0.145
C 5.252111 5.905361 3.031503 0.3 -0.5 0.1 -0.566
N 6.076553 4.779425 2.793612 -0.3 -0.2 0.2 0.091
N 4.094028 5.722587 3.884728 1.0 -1.2 -0.1 0.027
C 3.367225 4.522795 3.395080 -0.9 -0.3 -0.3 -0.237
C 1.875683 4.486724 3.813755 0.5 0.4 0.0 -0.168
C 0.896405 4.702889 2.637120 -0.4 -0.3 0.8 -0.200
C 0.518692 3.395048 1.893011 0.3 0.4 0.7 -0.197
C 1.688585 2.683749 1.204377 -0.2 0.0 -1.7 -0.506
O 1.352694 1.467816 0.547293 0.1 0.1 0.9 -0.163
C 0.867254 0.431068 1.382418 -0.4 -1.0 -0.1 -0.237
C 1.874375 -0.032047 2.456011 -0.5 0.5 0.4 -0.120
C 1.736551 0.721694 3.815901 1.3 -1.0 -0.6 -0.163
C 2.246027 -0.241988 4.907920 0.7 0.2 0.0 -0.090
C 2.515939 0.458583 6.232731 1.2 -1.4 -1.4 -0.512
O 1.677307 0.974178 6.860293 -2.0 1.2 1.6 0.173
O 3.808299 0.438369 6.694309 0.3 -0.1 -0.4 -0.034
C 4.711401 1.138479 5.806733 -0.3 1.0 0.5 -0.207
C 5.478610 2.185684 6.659214 -0.3 -1.1 -0.7 -0.039
C 0.401349 -0.748748 0.422829 1.1 0.4 0.2 -0.390
C -0.896350 -1.351901 0.990061 0.5 0.3 1.0 -0.124
C -0.843112 -1.752420 2.489556 -0.2 -0.7 -0.2 -0.203
C -0.067453 -3.061913 2.729540 -0.5 0.1 -0.4 -0.104
N 1.530066 -1.693788 0.338135 -1.3 -0.1 0.2 -0.008
C 1.228564 -2.917475 -0.401440 2.2 1.2 0.1 -0.151
C 2.484116 -3.833011 -0.400403 -1.4 3.3 1.0 -0.774
O 2.405990 -4.903980 -0.781986 0.4 -4.0 -1.4 0.076
Br 4.197498 -3.137499 0.300017 0.0 0.1 0.0 0.691
O 0.266683 -0.157269 -0.878949 -0.9 -0.6 0.5 -0.077
C -0.840357 -0.588139 -1.648849 -0.1 1.0 -1.2 -0.204
C -0.556872 -0.122540 -3.090162 1.0 -0.9 0.3 -0.151
N 0.225963 -1.209408 -3.742527 -0.8 0.2 0.1 -0.058
C -0.295087 -1.601342 -5.041221 0.7 -0.1 -0.8 -0.174
C 0.165579 -2.995356 -5.500546 0.5 -0.8 0.5 -0.381
C 0.748232 -3.872053 -4.385483 0.0 -0.4 -0.5 -0.058
O 1.165798 -2.880181 -6.524514 0.0 0.3 -0.2 -0.078
P 2.289419 3.866531 -0.146966 0.2 1.3 0.4 0.620
O 3.751983 3.262826 -0.667551 -0.9 -0.5 0.3 -0.352
Br 0.729859 3.592388 -1.759377 0.5 -0.5 0.2 0.313
H 6.579948 4.499420 3.628674 -0.1 -0.2 -0.1 0.082
H 6.719919 4.980860 2.038699 0.1 0.1 0.2 0.085
H 4.511614 5.432440 4.772965 -0.4 0.4 0.2 0.109
H 3.395600 4.555517 2.301472 0.1 0.1 0.1 0.069
H 3.846463 3.572012 3.666450 0.2 0.2 0.1 0.087
H 1.650610 3.542641 4.318168 -0.1 0.0 -0.1 0.090
H 1.752325 5.255106 4.585572 -0.2 0.0 -0.2 0.108
H 1.227141 5.504457 1.973086 0.2 -0.2 0.0 0.096
H -0.043365 5.052256 3.084251 0.1 0.0 -0.2 0.101
H -0.299415 3.630989 1.205434 0.3 -0.3 -0.3 0.106
H 0.091610 2.748099 2.664498 0.0 -0.1 -0.1 0.099
H 2.568361 2.543487 1.851793 -0.2 0.1 0.2 0.100
H -0.048207 0.717488 1.920384 0.1 0.4 -0.3 0.132
H 1.749591 -1.082462 2.707991 -0.2 0.0 -0.5 0.081
H 2.888980 0.057347 2.049119 -0.1 0.0 0.1 0.132
H 0.716079 1.052997 4.000036 0.1 0.2 0.1 0.117
H 2.467959 1.531473 3.776295 -0.6 0.5 0.2 0.074
H 3.191914 -0.684721 4.574704 -0.1 0.0 -0.1 0.122
H 1.560373 -1.082200 5.051570 -0.1 0.2 0.2 0.131
H 5.370992 0.463012 5.257907 -0.1 -0.1 0.1 0.124
H 4.094350 1.708913 5.103574 0.2 -0.2 -0.2 0.089
H 4.870713 2.368520 7.542213 0.1 0.2 0.0 0.084
H 5.587321 3.090606 6.058284 0.3 0.0 0.3 0.055
H 6.439968 1.755778 6.941193 0.0 0.4 0.1 0.074
H -1.672145 -0.586211 0.918496 0.1 -0.1 -0.3 0.124
H -1.234452 -2.239474 0.463819 0.0 0.2 -0.3 0.085
H -0.535303 -0.937760 3.149997 0.1 -0.1 -0.1 0.093
H -1.881337 -1.981578 2.761202 0.1 0.2 0.0 0.111
H -0.515081 -3.809370 2.062432 0.1 -0.1 0.2 0.064
H -0.201923 -3.447220 3.742513 0.2 0.2 0.0 0.078
H 0.983573 -2.997552 2.445148 0.0 0.0 0.3 0.055
H 2.245598 -1.165817 -0.155886 0.1 -0.2 0.0 0.102
H 0.458590 -3.521969 0.066888 -0.1 0.1 -0.1 0.113
H 1.043635 -2.691983 -1.462568 -0.3 -0.5 0.0 0.113
H -0.920611 -1.674775 -1.725244 -0.2 0.0 0.3 0.107
H -1.792059 -0.153392 -1.314958 0.2 -0.1 0.3 0.113
H -1.484951 0.075255 -3.629784 0.1 -0.1 0.0 0.112
H 0.079020 0.767995 -3.101814 -0.5 0.2 0.3 0.091
H 1.201231 -0.944739 -3.799620 -0.1 0.0 -0.2 0.117
H 0.055785 -0.902059 -5.820868 -0.3 -0.1 0.0 0.125
H -1.386391 -1.597068 -5.069503 0.1 0.1 0.4 0.117
H -0.650004 -3.575246 -5.950374 -0.2 0.4 0.1 0.134
H 1.708701 -3.477519 -4.041618 -0.3 0.1 0.3 0.081
H 0.962559 -4.857769 -4.822868 0.0 0.1 0.0 0.084
H 0.053085 -4.058112 -3.566624 0.1 0.3 0.1 0.080
H 1.885042 -3.496816 -6.343837 -0.2 0.1 0.0 0.090
H 4.224993 2.996273 0.139242 0.1 -0.1 -0.3 0.043
O -3.425977 -2.258003 -0.425513 -0.2 -0.4 0.0 0.093
C -4.534925 -2.362234 -0.920553 0.0 0.6 -0.2 -0.296
C -5.207138 -1.264221 -1.600239 0.3 -0.1 0.2 0.081
C -6.433289 -1.437118 -2.110327 0.3 0.5 -0.1 -0.229
O -7.082765 -0.462146 -2.740972 -0.3 -0.5 0.1 0.104
C -7.153052 -2.749010 -2.000139 0.0 -0.6 0.2 -0.308
O -8.271791 -2.842745 -2.465983 0.0 0.3 -0.1 0.120
C -6.468287 -3.854662 -1.339142 -0.2 0.1 -0.1 0.079
C -5.242203 -3.680803 -0.833300 -0.2 -0.5 0.0 -0.233
O -4.578762 -4.664017 -0.222955 0.2 0.4 0.0 0.114
H -4.679164 -0.323193 -1.671411 0.0 0.0 0.0 0.134
H -7.945085 -0.843794 -3.009607 0.0 0.2 -0.1 0.101
H -6.988960 -4.800068 -1.280279 0.0 0.0 0.0 0.138
H -3.723461 -4.279400 0.050273 0.0 -0.1 0.0 0.118
O 6.828973 -0.507566 -10.072588 0.3 0.1 0.2 0.103
C 6.029952 -0.666097 -9.167079 -0.5 -0.2 -0.4 -0.320
C 4.636025 -1.022216 -9.385453 0.3 0.1 0.0 0.071
C 3.799654 -1.167511 -8.346725 -0.3 -0.1 -0.6 -0.230
O 2.521346 -1.495592 -8.521580 0.5 0.3 0.7 0.105
C 4.270053 -0.964077 -6.930801 0.4 0.1 0.3 -0.309
O 3.475400 -1.085114 -6.018195 -0.1 0.0 -0.2 0.101
C 5.674005 -0.630056 -6.715174 -0.2 -0.1 0.1 0.074
C 6.502397 -0.491131 -7.755968 0.2 0.1 0.5 -0.240
O 7.791858 -0.188408 -7.603774 -0.1 0.0 -0.4 0.110
H 4.313433 -1.162009 -10.407447 0.0 0.0 0.0 0.135
H 2.115893 -1.546251 -7.625648 -0.3 -0.3 -0.1 0.084
H 6.004389 -0.502944 -5.693744 0.0 0.0 0.0 0.135
H 8.162543 -0.145100 -8.507191 0.0 0.0 0.0 0.120
O 2.439779 -11.046473 2.322191 -0.3 -0.1 0.0 0.109
C 2.248449 -9.849928 2.210017 0.6 0.1 0.0 -0.316
C 3.325140 -8.870266 2.155390 -0.1 -0.3 0.0 0.077
C 3.044648 -7.565359 2.047416 0.5 -0.1 0.0 -0.230
O 3.996433 -6.637602 1.991402 -0.5 0.1 0.0 0.107
C 1.630873 -7.067857 1.983024 -0.6 -0.2 0.0 -0.300
O 1.433716 -5.869107 1.904722 0.3 0.1 0.0 0.094
C 0.554619 -8.050044 2.014193 0.1 0.3 0.0 0.078
C 0.836162 -9.353929 2.118494 -0.5 0.1 0.0 -0.237
O -0.115057 -10.286430 2.148748 0.4 -0.1 0.0 0.113
H 4.339246 -9.240712 2.204736 0.0 0.0 0.0 0.137
H 3.527915 -5.782939 1.915352 0.2 0.1 -0.1 0.089
H -0.459575 -7.681459 1.950101 0.0 0.0 0.0 0.135
H 0.352742 -11.140947 2.230053 -0.1 0.0 0.0 0.122
O -4.034936 8.301919 6.500648 -0.2 -0.1 -0.2 0.111
C -3.481013 7.229520 6.348689 0.4 0.1 0.5 -0.315
C -2.378530 6.774139 7.186368 -0.2 0.2 -0.1 0.077
C -1.802151 5.588334 6.955452 0.3 0.2 0.4 -0.237
O -0.794345 5.131424 7.698572 -0.1 -0.3 -0.4 0.114
C -2.256842 4.696194 5.840328 -0.5 -0.1 -0.6 -0.321
O -1.688975 3.636268 5.656071 0.3 0.1 0.3 0.103
C -3.374405 5.141369 5.016592 0.2 -0.1 0.1 0.073
C -3.953819 6.324983 5.250170 -0.2 -0.3 -0.4 -0.238
O -4.978268 6.770530 4.524409 0.1 0.3 0.3 0.113
H -2.057370 7.426528 7.986038 0.0 0.0 0.0 0.137
H -0.558728 4.257856 7.327084 0.0 0.0 0.1 0.122
H -3.704344 4.482791 4.225387 0.0 0.0 0.0 0.135
H -5.206769 7.645763 4.894880 0.0 0.0 -0.1 0.122
O -7.554650 4.164018 -4.926126 -0.1 0.2 -0.2 0.117
C -8.319152 3.320497 -5.352532 0.1 -0.4 0.4 -0.310
C -8.488747 2.010074 -4.735017 0.2 0.2 0.1 0.078
C -9.333721 1.119653 -5.258662 0.2 -0.2 0.4 -0.227
O -9.517966 -0.089317 -4.711415 -0.2 0.2 -0.4 0.101
C -10.129362 1.419555 -6.491024 -0.2 0.4 -0.4 -0.314
O -10.869690 0.560682 -6.932211 0.1 -0.2 0.3 0.113
C -9.979275 2.736945 -7.099827 -0.1 -0.2 0.0 0.077
C -9.135570 3.632683 -6.571148 -0.3 0.1 -0.5 -0.237
O -8.969911 4.847391 -7.093054 0.3 -0.1 0.4 0.114
H -7.911459 1.797914 -3.845339 0.0 0.0 0.0 0.126
H -10.173836 -0.539532 -5.279412 0.0 -0.1 0.1 0.125
H -10.571069 2.949801 -7.978863 0.0 0.0 0.0 0.137
H -8.308669 5.293208 -6.528205 0.0 0.0 -0.1 0.122
```
Forces are in eV/Å.

Values from the calculation:
charge: 0
SMILES: [H]/N=C(/N)NCCCC[C@@H](O[C@H](CCCC(=O)OCC)[C@](CCC)(NCC(=O)Br)OCCNC[C@H](C)O)P(O)Br.O=C1C=C(O)C(=O)C=C1O.O=C1C=C(O)C(=O)C=C1O.O=C1C=C(O)C(=O)C=C1O.O=C1C=C(O)C(=O)C=C1O.O=C1C=C(O)C(=O)C=C1O
HOMO: -8.4 eV
frontier orbital gap: 6.619 eV
DFT total energy: -9893.06590 Ha

---

Molecular formula: C13H48F6O11P
Method: DFT, the ωB97M-V functional and the def2-TZVPD basis

The geometry in XYZ format:
```
79
Properties=species:S:1:pos:R:3:forces:R:3:lowdin_charge:R:1
P 1.259851 -0.546593 -0.355869 0.5 1.5 1.3 0.195
F 2.048891 -0.070983 -1.680149 0.2 -0.1 -0.2 -0.181
F 1.330581 0.999977 0.279381 -0.3 -0.9 -0.7 -0.223
F -0.108939 -0.192393 -1.152389 0.1 -0.6 0.8 -0.174
F 0.452161 -0.987073 1.023741 0.4 0.1 -1.0 -0.206
F 1.277531 -2.087163 -0.810729 -0.4 0.0 -0.4 -0.170
F 2.730001 -0.799423 0.349301 -0.4 -0.2 0.3 -0.220
C 5.542901 4.757047 0.430851 -0.1 1.1 1.6 -0.216
O 5.096481 3.955497 -0.585369 0.0 -0.9 -1.2 -0.097
H 6.236091 4.255027 1.105821 0.3 -0.1 0.0 0.072
H 6.004541 5.680877 0.082241 0.0 -0.2 -0.4 0.079
H 4.684121 5.041627 1.038781 0.0 0.4 0.3 0.076
H 4.672371 3.216227 -0.143549 -0.2 -0.3 -0.4 0.085
C 1.835891 -2.815183 -7.194149 -1.0 0.1 -0.5 -0.104
C 1.548811 -2.439643 -5.756439 0.7 -0.8 -0.1 -0.342
O 0.893031 -1.185583 -5.672179 0.4 -0.2 -0.3 -0.063
H 0.861531 -2.850583 -7.681469 0.0 0.1 -0.5 0.068
H 2.269571 -3.806403 -7.326449 0.1 0.0 0.4 0.070
H 2.473461 -2.108643 -7.725559 -0.1 0.2 0.2 0.072
H 2.519731 -2.513243 -5.266549 0.0 0.7 0.6 0.107
H 0.939181 -3.220983 -5.302609 -0.2 -0.1 0.0 0.107
H 0.853911 -0.931313 -4.747299 0.0 0.1 0.2 0.083
C -4.040039 -3.315733 0.195191 0.2 -0.3 -1.0 -0.098
C -5.192989 -4.280793 0.400611 -0.4 1.7 0.8 -0.281
O -6.144069 -3.560743 1.261951 0.0 -0.9 -0.6 -0.112
H -4.319129 -2.444383 -0.397229 -0.6 0.2 0.3 0.068
H -3.313159 -3.764963 -0.481509 0.5 -0.3 0.4 0.072
H -3.612919 -2.964863 1.134641 0.2 -0.3 -0.1 0.078
H -4.877129 -5.235743 0.820591 0.0 0.1 0.2 0.104
H -5.701789 -4.476773 -0.543219 -0.1 0.0 0.1 0.101
H -6.051829 -3.834423 2.177471 0.2 -0.1 -0.1 0.067
C -1.458909 5.289877 -1.411719 -0.2 1.3 -1.5 -0.090
C 0.008421 5.679757 -1.280059 -0.6 -1.9 -0.9 -0.362
O 0.271051 6.010007 0.026911 0.9 1.0 1.5 -0.067
H -1.824249 4.523357 -0.728289 0.3 0.1 -0.1 0.076
H -1.641979 5.028927 -2.454069 0.0 -0.7 -0.1 0.066
H -2.051849 6.203147 -1.362079 -0.3 0.0 0.7 0.064
H 0.343241 6.448487 -1.976519 -0.4 0.5 0.3 0.111
H 0.591861 4.816337 -1.599759 0.3 -0.3 0.1 0.108
H 0.401921 5.209867 0.540971 0.0 0.0 0.0 0.093
C -5.436519 1.462287 -3.063429 -1.2 -1.3 0.4 -0.083
C -6.533119 0.455927 -3.601349 2.0 1.9 -1.1 -0.272
O -6.439409 0.607967 -5.029249 -0.7 -0.5 -0.2 -0.120
H -5.618589 2.486447 -3.389059 -0.3 -0.1 0.2 0.067
H -4.455679 1.192417 -3.454879 0.0 -0.2 0.1 0.067
H -5.454509 1.358227 -1.978559 0.4 0.4 0.1 0.062
H -7.543099 0.761077 -3.327629 0.1 -0.3 0.2 0.105
H -6.275279 -0.573023 -3.350589 -0.3 0.0 0.4 0.102
H -5.619249 0.178677 -5.283489 0.1 0.1 -0.2 0.072
C 4.819201 0.551567 4.696561 0.4 -0.5 -0.3 -0.087
C 5.091281 -0.947933 4.823631 -0.5 0.2 -0.2 -0.313
O 3.970261 -1.700523 4.327951 0.5 -0.1 0.7 -0.090
H 5.681921 1.148347 4.992641 0.0 0.0 0.3 0.067
H 3.923621 0.860627 5.235561 0.1 0.0 -0.1 0.075
H 4.711161 0.730887 3.626851 -0.4 0.3 0.0 0.071
H 5.280301 -1.276993 5.845441 -0.4 0.1 0.1 0.104
H 6.010491 -1.193033 4.291571 0.0 -0.1 -0.3 0.100
H 3.816811 -1.504723 3.400741 0.1 0.2 -0.2 0.075
C -4.304959 1.857267 3.997351 -1.0 -0.5 1.4 -0.114
C -2.956949 2.257317 3.495961 0.6 0.1 -0.2 -0.313
O -1.960679 2.532707 4.505851 -0.9 -0.1 -0.4 -0.079
H -4.634529 2.521787 4.796031 -0.1 0.6 -0.3 0.071
H -4.393319 0.907437 4.524711 0.6 -0.5 -0.3 0.066
H -5.064269 1.826717 3.215931 0.1 0.2 -0.2 0.073
H -3.146319 3.168197 2.928041 0.6 0.2 0.0 0.106
H -2.540049 1.503437 2.828151 -0.1 0.0 -0.3 0.114
H -1.545839 1.685567 4.684351 0.2 0.0 0.2 0.070
O 0.069061 -0.974013 5.887871 -0.2 0.3 0.2 -0.052
H 0.876041 -1.229073 5.440701 0.3 0.0 -0.2 0.023
H -0.358149 -1.803003 6.103481 -0.1 -0.2 0.0 0.028
O 6.336001 -2.301983 -1.818199 0.1 -0.2 -0.2 -0.054
H 7.064541 -2.166493 -1.212319 0.2 0.0 0.1 0.025
H 5.622351 -1.776323 -1.456789 -0.4 0.2 0.1 0.030
O 3.850661 -5.666813 -0.375669 0.0 -0.3 0.1 -0.056
H 3.182741 -5.021503 -0.607359 -0.3 0.2 0.0 0.028
H 4.677971 -5.257493 -0.629129 0.2 0.2 -0.1 0.022
O 0.509411 -4.669103 2.527661 -0.2 -0.2 0.1 -0.056
H 0.616511 -3.748263 2.289331 0.0 0.4 -0.2 0.021
H 1.362001 -4.927043 2.878061 0.2 -0.1 0.0 0.026
```
Forces are in eV/Å.

Values from the calculation:
charge: -1
HOMO: -8.1 eV
frontier orbital gap: 10.317 eV
DFT total energy: -2292.48268 Ha